Density functional theory data (ωB97M-V with the def2-TZVPD basis set) for a structure of composition C3H3O3Tl.

## Properties
Energy relative to the best compared isomer or geometry (same formula, charge and spin)   79.8 kcal/mol
LUMO level (spin up / spin down)   -4.36 / -5.98 eV
Energy   -513.923423 a.u.
HOMO (spin up / spin down)   -14.33 / -13.86 eV
Gap between HOMO and LUMO (spin up / spin down)   10.0 / 7.9 eV

ORCA input file:
```
! RIJCOSX wB97M-V def2-TZVPD def2/J DEFGRID3
* xyz 1 2
H 1.81 -0.05 -1.68
O 0.99 -0.06 -1.17
C 1.21 0.29 0.08
O 2.28 0.69 0.49
O 0.15 0.21 0.85
Tl 3.27 1.64 2.40
H -0.70 0.13 0.34
C -3.03 -0.88 -0.40
C -2.52 -1.86 0.11
H -3.45 -0.11 -1.03
*
```